Entry 1:
DFT (ωB97M-V with the def2-TZVPD basis set) results for one molecule with the formula C5H8N2.

```
! wB97M-V def2-TZVPD RIJCOSX def2/J DEFGRID3
* xyz 0 1
C -1.49 -0.93 -0.07
C -1.06 1.26 0.87
C -0.30 1.95 0.00
N 0.85 1.15 -0.52
C 0.83 -0.03 0.02
N 1.78 -0.97 -0.11
C -0.47 -0.14 0.79
H -1.09 -1.86 -0.48
H -2.37 -1.14 0.54
H -1.82 -0.28 -0.89
H -0.38 2.94 -0.43
H 1.62 1.50 -1.08
H 1.77 -1.77 0.51
H 2.42 -1.02 -0.89
H -0.31 -0.67 1.74
*
```

As for the total energy: -304.71947 Ha. The energy relative to the best compared isomer or geometry (same formula, charge and spin) is 72.8 kcal/mol. As for the LUMO energy: 0.0124 Eh.

---

Entry 2:
DFT (ωB97M-V with the def2-TZVPD basis set) results for a 4-piece molecular cluster, CH9NO3 overall at a distorted geometry.

```
! wB97M-V def2-TZVPD RIJCOSX def2/J DEFGRID3
* xyz 1 2
C 2.00 0.80 -1.87
N 1.75 0.43 -3.06
H 1.78 0.13 -1.06
H 2.88 1.49 -1.81
H 1.43 1.10 -3.63
H 2.25 1.59 4.47
H 3.53 1.74 5.15
O 2.80 1.04 5.01
H -1.61 -2.37 1.51
H -1.33 -1.01 0.95
O -1.14 -1.96 0.82
H -4.10 -0.52 -2.26
H -5.43 -1.43 -2.45
O -4.82 -1.03 -1.76
*
```

As for the total energy: -323.51634 Ha. The energy relative to the best compared isomer or geometry (same formula, charge and spin) is 60.9 kcal/mol. As for the LUMO energy (alpha / beta): -0.2842 / -0.3536 Eh. As for the expectation value of S²: 0.758.

---

Entry 3:
DFT (ωB97M-V with the def2-TZVPD basis set) results for one molecule with the formula C5H10O2 at a distorted geometry.

```
! wB97M-V def2-TZVPD RIJCOSX def2/J DEFGRID3
* xyz 0 1
C 2.29 -0.44 0.79
O 0.90 -0.30 0.58
C 0.55 -0.13 -0.79
C -0.92 0.15 -0.94
C -1.90 -0.58 -0.10
C -1.58 1.14 -0.04
O -0.92 1.63 1.07
H 2.67 -1.33 0.28
H 2.44 -0.55 1.87
H 2.84 0.44 0.43
H 1.13 0.70 -1.21
H 0.81 -1.05 -1.34
H -1.19 0.25 -1.99
H -2.79 -1.01 -0.59
H -1.58 -1.08 0.80
H -2.64 1.02 -0.01
H -0.13 1.08 1.20
*
```

As for the total energy: -346.86961 Ha. The energy relative to the best compared isomer or geometry (same formula, charge and spin) is 97.8 kcal/mol. As for the LUMO energy: 0.0327 Eh. Its SMILES is COC[C@H]1C[C@H]1O.